(i)
Here is a 2-piece molecular cluster, C3H9N3 overall from the OMol25 dataset. Energies are from the ωB97M-V functional and the def2-TZVPD basis.

ORCA input file:
```
! RIJCOSX wB97M-V def2-TZVPD def2/J DEFGRID3
* xyz 0 1
C -1.7222 -1.5898 0.4738
C -0.7391 -1.1205 1.3536
N 0.3796 -1.8038 1.7175
H -2.7753 -1.0702 0.5249
H -1.6295 -2.3629 -0.2625
H -0.9803 -0.0842 1.8844
H 0.4997 -2.5294 1.0824
H 1.2123 -1.2670 1.9494
N 0.3433 0.9055 -0.1664
C 0.3507 1.5587 -1.4562
N 1.3670 2.1081 -1.9163
H 1.3323 1.1223 0.0517
H -0.3909 0.1655 -0.2190
H -0.4904 1.4855 -2.1138
H 1.2566 2.9810 -2.5686
*
```

* SMILES: [H]/N=C/N.C=CN
* lowest unoccupied orbital energy: 0.96 eV
* HOMO: -8.48 eV
* orbital gap: 9.44 eV

***

(ii)
Here is a 2-piece molecular cluster, C3H9N3 overall from the OMol25 dataset. Energies are from the ωB97M-V functional and the def2-TZVPD basis.

ORCA input file:
```
! RIJCOSX wB97M-V def2-TZVPD def2/J DEFGRID3
* xyz 0 1
C -0.8011 0.1039 -2.0704
C 0.8892 -1.6610 1.6646
C -0.0954 1.6054 0.4126
N -0.0769 -0.7142 -1.2369
N 0.6565 -0.2637 1.5796
N 0.1395 0.2142 0.5625
H -1.8305 0.3232 -1.7311
H -0.3157 1.0547 -2.3677
H -0.8921 -0.5171 -2.9748
H 1.1240 -2.0836 0.6851
H -0.0091 -2.1489 2.0501
H 1.6984 -1.8145 2.3760
H -1.1412 1.7644 0.1374
H 0.5153 1.9855 -0.4129
H 0.1392 2.1517 1.3259
*
```

* lowest unoccupied orbital energy (spin up / spin down): 0.45 / 0.43 eV
* HOMO (spin up / spin down): -7.43 / -7.45 eV
* orbital gap (spin up / spin down): 7.88 / 7.88 eV

***

Which of them is most stable? Easy: (i).

***

(i)
Here is C3H9N3 in the gas phase from the OMol25 dataset. Energies are from the ωB97M-V functional and the def2-TZVPD basis.

ORCA input file:
```
! RIJCOSX wB97M-V def2-TZVPD def2/J DEFGRID3
* xyz 0 1
C 0.2952 0.4315 -0.0394
C 1.8013 0.3830 0.0506
C -0.4108 -0.7843 0.3088
N -1.8048 -0.2542 0.6317
N -0.1863 1.1158 -1.2366
N -0.1536 -1.9740 0.6685
H -1.0660 0.7220 0.7858
H -2.1777 -0.7040 1.4629
H -2.4730 -0.3039 -0.1331
H -0.4075 0.5459 -2.0423
H -0.8288 1.8820 -1.1225
H 0.8159 -2.2041 0.4525
H 2.2568 -0.2058 -0.7610
H 2.2050 1.3934 -0.0274
H 2.1343 -0.0432 1.0013
*
```

* lowest unoccupied orbital energy: 0.69 eV
* HOMO: -7.36 eV
* orbital gap: 8.05 eV

***

(ii)
Here is C3H9N3 as an isolated structure from the OMol25 dataset. Energies are from the ωB97M-V functional and the def2-TZVPD basis.

ORCA input file:
```
! RIJCOSX wB97M-V def2-TZVPD def2/J DEFGRID3
* xyz 0 1
C -0.0571 -1.5652 -0.5199
N -1.0272 0.7334 -0.2358
C -0.0200 -0.0798 -0.4122
N -2.2505 0.2435 0.2264
N 1.9230 0.9782 0.7263
C 1.1487 0.8101 -0.5035
H 0.0979 1.7035 -0.3167
H -2.1803 -0.2606 1.1070
H -2.9080 1.0070 0.3074
H 1.4821 1.6025 1.3884
H 2.1340 0.1010 1.1897
H 1.8175 0.5623 -1.3302
H -0.9884 -1.9073 -0.9733
H 0.0349 -2.0333 0.4648
H 0.7935 -1.8952 -1.1185
*
```

* lowest unoccupied orbital energy: 0.90 eV
* HOMO: -8.47 eV
* orbital gap: 9.37 eV

***

Which of them is most stable? Easy: (i).

***

(i)
Here is a 2-piece molecular cluster, C4H7INO overall from the OMol25 dataset. Energies are from the ωB97M-V functional and the def2-TZVPD basis.

ORCA input file:
```
! RIJCOSX wB97M-V def2-TZVPD def2/J DEFGRID3
* xyz 1 1
C -0.0298 -2.4235 0.1114
C -0.9203 -2.3286 1.0362
C 0.7487 1.5215 -0.0076
C -1.7801 -0.5365 -0.6655
N -1.1470 -1.5246 -0.1388
O -1.2610 -0.0056 -1.7375
I -3.6310 0.1296 0.1102
H 0.6708 -2.9334 -0.4598
H -1.5841 -2.5841 1.8902
H 0.4611 1.7509 -1.0797
H 1.8212 1.5070 -0.0385
H 0.4199 2.3642 0.5369
H 0.3584 0.5700 0.1293
H -1.6973 0.7329 -2.0430
*
```

* lowest unoccupied orbital energy: -4.26 eV
* HOMO: -14.10 eV
* orbital gap: 9.84 eV

***

(ii)
Here is an isolated ion of composition C4H7INO and charge +1 from the OMol25 dataset. Energies are from the ωB97M-V functional and the def2-TZVPD basis.

ORCA input file:
```
! RIJCOSX wB97M-V def2-TZVPD def2/J DEFGRID3
* xyz 1 1
C -4.0714 -0.0539 0.3098
C -0.0869 -0.8370 -0.5627
C 1.0998 1.1384 0.3095
C 2.1540 -1.0128 -0.2924
N 0.9278 -0.1905 -0.2245
O -4.0625 -0.9021 1.1162
I -2.1287 0.1892 -0.9265
H -4.6410 0.7866 -0.2324
H 0.0514 1.5978 0.5239
H 1.7869 1.8525 -0.2772
H 1.5871 1.1317 1.2961
H 2.8760 -0.4002 0.1895
H 2.5224 -1.2750 -1.3031
H 1.9850 -2.0246 0.0738
*
```

* lowest unoccupied orbital energy (spin up / spin down): -5.01 / -5.01 eV
* HOMO (spin up / spin down): -13.17 / -13.18 eV
* orbital gap (spin up / spin down): 8.16 / 8.16 eV

***

Which of them is most stable? Easy: (i).